{"formula": "C46H100N8O7S", "method": "ωB97M-V/def2-TZVPD", "homo_lumo_gap_ev": 6.98, "homo_ev": -7.94, "smiles": "COCCCCCCCCCCc1cnc2c(CCCS)cccc2n1.COC[C@@H](C)N.COC[C@@H](C)N.COC[C@@H](C)N.COC[C@@H](C)N.COC[C@@H](C)N.COC[C@@H](C)N", "e_tot_ev": -86392.1678, "lumo_energy_ev": -1.0, "elements": ["S", "O", "O", "O", "O", "O", "O", "O", "N", "N", "N", "N", "N", "N", "N", "N", "C", "C", "C", "C", "C", "C", "C", "C", "C", "C", "C", "C", "C", "C", "C", "C", "C", "C", "C", "C", "C", "C", "C", "C", "C", "C", "C", "C", "C", "C", "C", "C", "C", "C", "C", "C", "C", "C", "C", "C", "C", "C", "C", "C", "C", "C", "H", "H", "H", "H", "H", "H", "H", "H", "H", "H", "H", "H", "H", "H", "H", "H", "H", "H", "H", "H", "H", "H", "H", "H", "H", "H", "H", "H", "H", "H", "H", "H", "H", "H", "H", "H", "H", "H", "H", "H", "H", "H", "H", "H", "H", "H", "H", "H", "H", "H", "H", "H", "H", "H", "H", "H", "H", "H", "H", "H", "H", "H", "H", "H", "H", "H", "H", "H", "H", "H", "H", "H", "H", "H", "H", "H", "H", "H", "H", "H", "H", "H", "H", "H", "H", "H", "H", "H", "H", "H", "H", "H", "H", "H", "H", "H", "H", "H", "H", "H"], "positions_angstrom": [[0.63785, 5.06947, -1.37310], [3.14109, -0.84031, -3.52793], [3.10980, -10.42088, 1.34825], [-9.58642, 7.18082, -3.93000], [3.83009, -4.30468, 0.79687], [-5.32286, -2.73938, 2.30903], [4.47956, 6.01098, 1.52312], [0.29763, 5.69767, 2.63811], [-7.90552, 5.76755, -2.07190], [-1.21659, 2.34660, -0.73016], [3.87647, 7.28766, -0.98320], [2.53801, 0.43638, -6.03425], [4.33683, -11.72631, 3.59892], [-4.18275, -4.30108, 0.17911], [5.05712, -5.61011, 3.04754], [-2.62217, -0.57226, -1.54628], [3.82979, -6.17019, 2.46262], [-10.02110, 4.55358, -2.12683], [4.09003, -4.90929, -0.46099], [3.13882, 1.66348, 1.41640], [4.08683, 7.38592, 1.50068], [1.22451, -1.28292, 1.05830], [0.90589, 2.30401, 2.88096], [-0.21431, -1.75205, -1.25896], [2.59806, -0.80832, 0.29536], [-9.96701, 7.08693, -2.55466], [-4.99370, 0.70183, -1.87296], [-3.63270, -4.41389, 1.53812], [-6.20732, -3.44796, 3.16399], [-2.89479, 4.95881, -0.83923], [4.19339, -7.39174, 1.62199], [-10.34003, 6.35423, -4.80414], [-0.51493, 1.01811, -0.79148], [5.80761, 8.46768, -0.07177], [-0.72588, 6.25916, -1.96312], [3.03401, -5.09908, 1.68027], [-0.56366, 4.59386, 3.15694], [-4.12003, -5.71846, 2.16394], [-3.36728, 0.73131, -1.50584], [-5.21142, 3.49842, -1.54075], [3.47310, -13.50794, 2.17337], [-0.56296, 6.70645, 1.99201], [-2.65131, 2.14041, -1.12467], [3.47116, 0.05706, 1.42093], [4.46914, 1.61639, -5.12282], [0.27562, -2.31040, 0.20249], [-1.16746, -0.41444, -1.20575], [3.10949, -12.28639, 3.01400], [-5.93528, 2.06714, -1.89098], [-9.34666, 5.88485, -1.80448], [2.54748, 2.19347, 2.88460], [3.36974, -11.02549, 0.09039], [4.34322, 8.09791, 0.15162], [-3.61219, 3.50470, -1.17512], [2.74837, 0.53464, -3.55037], [2.31372, -11.21528, 2.23165], [0.35561, 3.45400, 3.95199], [3.00476, 1.24662, -4.89943], [4.52301, -1.05090, -3.28035], [-2.10429, 5.38637, -2.24999], [-3.95937, -3.16351, 2.38809], [5.86147, 5.80038, 1.77070], [2.43388, 2.18393, -4.88948], [3.33211, -7.73921, 1.04209], [4.79988, -4.85365, 3.68248], [0.64418, 1.01585, -0.50569], [6.41284, 5.79710, 0.82930], [6.42486, 7.60566, -0.33809], [3.79219, -14.33358, 2.82056], [-0.30318, 2.92040, 4.76954], [3.18918, -6.52190, 3.28144], [-6.59780, -4.32769, 2.65032], [6.23586, 8.93145, 0.82285], [3.19736, 1.08226, -2.71355], [-3.65129, -3.29371, 3.43207], [1.57791, -1.87364, 2.03370], [3.32885, -0.36119, 2.51294], [5.97714, 4.81078, 2.22108], [1.66552, 0.53348, -3.37290], [-7.05611, -2.79592, 3.38745], [-3.86568, -5.76200, 3.22800], [2.88138, 1.47019, 3.75258], [-7.07409, 2.09582, -2.17376], [3.77234, 9.03522, 0.16158], [-3.36852, -2.32706, 1.99399], [-1.07275, 4.01867, 2.24322], [1.89339, -10.51137, 2.96096], [-0.32050, 6.72651, -2.97652], [-2.10786, 4.91336, 0.02588], [1.53648, 0.27189, -5.92728], [-0.30278, 6.72828, 0.82938], [-9.59325, 8.00471, -2.08343], [-10.32315, 6.80956, -5.79809], [-11.38186, 6.25572, -4.48579], [2.43563, 2.02178, 0.55179], [-3.77967, -3.47715, -0.26835], [4.26628, -4.11265, -1.18889], [-5.17486, -4.06292, 0.27246], [-2.54000, -4.48208, 1.46127], [-9.74060, 4.16517, -3.10941], [2.94757, -0.49686, -5.92915], [0.61999, 4.04207, -2.36183], [0.94409, -3.27430, -0.01916], [4.51249, -8.21738, 2.26917], [-2.79926, 5.97897, -2.99029], [-1.71242, 6.46813, 2.14409], [2.99483, 3.25538, 3.15821], [4.29550, -13.31363, 1.47990], [-7.78411, 5.77870, -3.08918], [2.18160, -5.53807, 1.14882], [5.00012, -5.50842, -0.40594], [-5.75690, 4.55632, -1.53723], [2.43434, -0.21307, -0.69890], [-1.76825, 4.39832, -2.82121], [4.63867, -2.04051, -2.82997], [1.46131, -11.65427, 1.70020], [4.93916, -0.30730, -2.59455], [-9.48272, 6.06291, -0.73008], [-0.89202, 7.16213, -1.23420], [0.66980, -1.57520, -2.03062], [5.07437, -1.05418, -4.22175], [4.07958, -10.96985, 4.23386], [4.16816, 2.24584, 1.28079], [3.27398, -1.74733, 0.00437], [3.25060, -5.51775, -0.80968], [5.89679, 9.18783, -0.89382], [-5.73215, -3.73361, 4.10690], [4.53583, 7.93354, 2.33750], [4.89739, 2.08016, -4.22820], [3.54598, -10.22885, -0.63751], [-0.27706, 7.77019, 2.39978], [-5.56327, -0.30437, -2.16384], [4.55833, 2.33654, -5.94487], [5.08639, 0.75437, -5.38914], [-5.19993, -5.85655, 2.06522], [4.28604, 6.35443, -0.87810], [2.53031, -11.63395, -0.25829], [-9.73290, 3.79334, -1.39108], [-7.44632, 6.62625, -1.76642], [-11.05798, 7.10859, -2.44948], [0.55687, -0.38892, 1.45260], [2.61368, -4.39517, 2.40958], [3.00398, 7.38477, 1.67815], [4.84034, -11.24753, 2.84595], [-9.87065, 5.37284, -4.88661], [-0.87008, -2.62382, -1.74336], [-0.61494, -2.71840, 0.88290], [1.28779, 3.94642, 4.46130], [4.63251, -0.04293, 1.17574], [2.61181, -13.85541, 1.59347], [0.45534, 1.27389, 3.22573], [-1.36862, 5.04629, 3.88960], [5.56063, -5.13133, 2.29457], [0.47462, 2.51982, 1.80995], [6.27762, 6.54399, 2.45651], [-11.11143, 4.64856, -2.09531], [-3.64439, -6.57627, 1.67376], [-3.76510, 5.72802, -0.67599], [4.27983, -11.62462, 0.14545], [2.87494, 7.12318, -0.87622], [2.46888, -12.63810, 3.83283], [5.01580, -7.19744, 0.92852]], "atomic_forces_ev_per_a": [[-0.5, 0.1, -0.7], [0.0, 0.5, 0.3], [-0.5, -0.5, 0.1], [-0.5, -0.1, 0.5], [-0.5, -0.4, 0.0], [0.5, -0.2, 0.4], [0.1, 0.6, 0.3], [-2.6, -0.5, 0.2], [0.0, 0.4, -0.2], [-2.2, -7.1, -1.7], [-0.1, -0.1, 0.3], [-0.2, -0.2, 0.3], [-0.2, 0.4, -0.1], [0.0, 0.4, 0.1], [-0.2, 0.4, -0.1], [3.6, 4.9, 1.6], [0.3, 0.1, -0.4], [-0.1, -0.3, 0.2], [0.2, 0.3, 0.1], [0.9, 0.7, 1.2], [-0.4, -0.1, -0.2], [-0.2, -0.7, 0.3], [-0.1, -0.1, 0.7], [-1.2, -0.3, -0.5], [0.7, -0.4, 1.2], [0.4, 0.2, 0.1], [-0.6, 3.6, 0.3], [-0.5, 0.1, 0.1], [-0.2, 0.2, -0.3], [-0.4, -0.8, -1.9], [0.0, -0.3, 0.1], [0.3, 0.1, -0.2], [-2.2, 0.8, -0.4], [0.2, 0.3, -0.1], [-0.6, -0.1, -1.9], [0.1, 0.2, 0.3], [0.5, -1.0, 0.3], [0.2, -0.3, 0.1], [-0.3, 0.4, 0.0], [3.7, -2.8, 0.5], [0.0, -0.3, 0.0], [0.4, 0.4, -0.9], [-1.6, 0.6, -0.3], [0.6, 0.4, -0.9], [0.2, 0.3, -0.1], [1.0, -0.6, 0.0], [-2.3, 1.9, -0.1], [0.2, 0.1, -0.4], [4.9, -0.4, 0.8], [-0.1, -0.1, -0.4], [-0.4, 0.3, -0.3], [0.3, 0.3, 0.1], [0.3, -0.4, 0.0], [-2.2, -1.3, -0.2], [-0.3, -0.1, -0.2], [0.1, 0.2, 0.3], [-0.1, 0.0, -0.8], [0.3, -0.4, 0.0], [-0.2, -0.3, -0.1], [0.6, 0.0, 0.0], [0.1, 0.2, -0.4], [-0.3, -0.3, -0.2], [0.0, -0.2, 0.1], [0.1, 0.0, 0.1], [0.1, -0.2, 0.0], [-2.9, 0.1, -0.7], [0.2, 0.1, 0.1], [-0.1, 0.0, 0.1], [0.0, 0.2, -0.1], [1.3, 1.3, -1.6], [0.0, 0.2, -0.1], [0.0, -0.2, 0.2], [0.0, -0.1, -0.1], [0.2, 0.0, 0.0], [-0.1, -0.1, 0.1], [-0.8, 1.3, -2.1], [0.1, 0.7, -2.3], [-0.1, 0.1, 0.0], [0.1, -0.1, 0.0], [0.2, 0.0, 0.0], [0.0, 0.0, -0.1], [-0.6, 1.3, -1.8], [2.6, -0.4, 0.6], [0.0, -0.2, 0.1], [-0.2, 0.0, 0.0], [0.8, 1.4, 1.9], [0.1, 0.0, -0.1], [-1.1, -0.9, 2.1], [-1.7, -0.1, -1.6], [0.1, 0.1, -0.1], [-0.7, -0.2, 2.4], [0.0, -0.1, -0.2], [0.0, 0.0, 0.2], [0.1, 0.0, 0.1], [1.2, -0.8, 1.6], [0.0, -0.2, 0.0], [-0.1, 0.0, 0.1], [0.3, -0.2, 0.0], [-0.1, 0.1, 0.0], [0.0, 0.1, 0.1], [0.0, 0.3, -0.1], [-0.4, 1.6, 1.0], [-1.4, 2.0, 0.4], [-0.1, 0.2, -0.1], [1.2, -1.1, 1.6], [2.4, 0.6, -0.3], [-0.9, -2.1, -0.8], [-0.1, 0.1, 0.1], [0.0, -0.1, 0.3], [0.1, -0.1, -0.1], [-0.1, -0.2, -0.1], [1.0, -2.8, 0.0], [0.2, -0.9, 2.0], [-0.8, 2.1, 1.3], [-0.1, 0.1, 0.0], [0.1, -0.1, -0.1], [0.0, 0.1, -0.1], [0.0, 0.1, -0.1], [0.5, -2.1, -1.1], [-1.6, -0.2, 1.9], [0.2, 0.1, 0.1], [0.1, -0.2, 0.0], [-2.2, -1.2, 0.1], [-1.8, 1.8, 0.7], [0.0, 0.0, 0.1], [-0.1, -0.2, 0.1], [0.1, -0.1, -0.1], [0.2, 0.0, 0.0], [0.0, -0.1, -0.1], [-0.1, 0.0, 0.1], [-0.7, -2.1, -0.6], [1.8, 2.3, 0.8], [-0.1, -0.2, 0.1], [-0.1, 0.0, 0.1], [0.1, 0.1, 0.0], [-0.1, 0.3, -0.1], [0.0, 0.0, 0.1], [0.0, 0.2, -0.1], [-0.1, -0.2, 0.0], [0.0, -0.2, -0.1], [1.6, -1.6, -0.9], [0.1, 0.0, -0.1], [0.1, -0.2, 0.0], [-0.1, -0.2, 0.2], [-0.2, -0.1, 0.0], [1.3, 2.1, 1.0], [1.7, 1.2, -1.6], [-1.9, -0.7, -0.9], [-2.5, 0.1, 0.5], [0.1, 0.0, 0.0], [0.9, 1.9, -0.8], [1.5, -0.9, -1.5], [-0.1, -0.2, 0.2], [1.0, -0.3, 2.0], [0.0, 0.1, -0.1], [0.1, 0.0, 0.0], [-0.1, 0.2, 0.0], [1.8, -1.5, 0.0], [-0.1, -0.2, -0.2], [0.1, 0.0, -0.2], [0.0, 0.2, -0.1], [-0.1, 0.1, 0.1]], "mulliken_charge": [-0.02, -0.38, -0.21, -0.38, -0.27, -0.43, -0.17, -0.28, -0.49, 0.37, -0.67, -0.75, -0.73, -0.72, -0.78, -0.53, 0.53, -1.42, -0.39, 0.28, -0.55, -0.36, 0.52, -0.41, 1.41, -0.65, -0.60, 0.60, -0.67, 0.27, -1.39, -0.63, -0.10, -1.50, -0.68, -0.73, -0.23, -1.52, 0.23, -0.56, -1.37, -0.32, 0.37, -0.95, -1.45, 0.04, 0.23, 0.31, -0.34, 0.16, -0.77, -0.79, 0.37, 0.11, -0.26, -0.76, -0.81, 0.26, -0.51, -0.46, -0.50, -0.83, 0.43, 0.28, 0.29, -0.16, 0.28, 0.27, 0.35, 0.33, 0.45, 0.24, 0.35, 0.33, 0.45, 0.36, 0.31, 0.21, 0.05, 0.26, 0.34, 0.21, 0.31, 0.42, 0.19, 0.07, 0.34, 0.34, -0.56, 0.29, -0.25, 0.34, 0.26, 0.29, -0.19, 0.26, -0.17, 0.34, 0.21, 0.28, 0.33, -0.02, 0.03, 0.28, 0.35, 0.36, 0.25, 0.27, 0.28, 0.45, 0.27, 0.23, -0.59, 0.17, 0.00, 0.39, 0.32, 0.34, 0.35, 0.05, 0.28, 0.28, 0.22, -0.28, 0.37, 0.38, 0.30, 0.44, 0.33, 0.24, 0.28, 0.28, 0.36, 0.30, 0.30, 0.33, 0.34, 0.32, 0.26, 0.41, -0.20, 0.32, 0.11, 0.32, 0.23, 0.38, -0.13, 0.33, 0.33, 0.34, 0.20, 0.35, 0.35, -0.42, 0.36, 0.36, 0.37, 0.38, 0.27, 0.18, 0.40, 0.16]}